This record from the Open Molecules 2025 dataset describes C5H14N2 as an isolated structure. The level of theory is wB97M-V/def2-TZVPD.

Summary:
HOMO: -6.79 eV
energy above the lowest of the compared OMol25 structures with the same formula, charge and spin: 468.9 kJ/mol
E_tot: -308.2444 hartree
LUMO level: 0.88 eV

The geometry in XYZ format:
```
21
C5H14N2 (wB97M-V/def2-TZVPD)
C 0.169 1.151 0.096
H 1.185 1.339 -2.503
H 0.702 0.256 1.988
C -1.177 1.306 2.261
H 0.157 -3.347 -0.547
C 0.520 0.520 -2.212
N 0.728 0.202 -0.822
H -0.501 -0.769 0.726
C -0.190 0.534 1.423
H 1.007 1.855 0.245
H -1.443 0.739 3.156
H -2.090 1.521 1.700
H -0.784 2.268 2.621
C 0.682 -2.397 -0.394
H -0.924 -1.323 -1.173
H -0.707 1.685 -0.313
N -0.250 -1.294 -0.420
H 1.473 -2.306 -1.149
H 0.798 -0.345 -2.818
H -0.513 0.820 -2.450
H 1.159 -2.417 0.586
```



This record from the Open Molecules 2025 dataset describes one molecule with the formula C5H14N2. The level of theory is wB97M-V/def2-TZVPD.

Summary:
HOMO: -8.74 eV
energy above the lowest of the compared OMol25 structures with the same formula, charge and spin: 159.7 kJ/mol
E_tot: -308.3622 hartree
structure (SMILES): CNCC[C@H](C)N
LUMO level: 1.07 eV

The geometry in XYZ format:
```
21
C5H14N2 (wB97M-V/def2-TZVPD)
C -1.332 -0.651 -1.483
H -0.951 2.382 2.510
C 0.842 0.518 0.816
C -0.082 1.741 2.698
H -1.830 0.106 -2.102
H 0.074 -1.501 0.287
C 0.196 -0.390 -1.552
H 0.337 0.610 -1.935
H 1.861 0.624 1.173
H -0.048 1.435 3.745
H 0.766 2.373 2.453
H 0.385 -1.378 -3.300
H 1.586 -1.391 -0.113
H -1.062 0.339 1.556
N 0.859 -1.418 -2.400
H -1.526 -1.631 -1.925
N -0.133 0.460 1.942
H 0.623 -2.335 -2.037
H 0.570 1.444 0.283
H -1.854 -0.632 -0.530
C 0.719 -0.704 -0.089
```



This record from the Open Molecules 2025 dataset describes a 2-piece molecular cluster, C5H14N2 overall. The level of theory is wB97M-V/def2-TZVPD.

Summary:
HOMO: -6.21 eV
energy above the lowest of the compared OMol25 structures with the same formula, charge and spin: 541.8 kJ/mol
E_tot: -308.2167 hartree
LUMO level: 0.74 eV

The geometry in XYZ format:
```
21
C5H14N2 (wB97M-V/def2-TZVPD)
H -1.701 -0.790 2.201
C 0.458 0.255 -1.816
H -0.202 1.116 -1.930
H -1.177 -2.008 1.019
C 1.249 -1.274 -0.004
H 0.045 -0.554 -2.418
N 0.679 1.048 0.631
H -2.887 -1.608 1.225
H 1.443 0.499 -2.231
C -1.679 -0.105 0.133
H 2.621 1.430 0.310
C 0.548 -0.178 -0.378
H 1.575 -2.003 -0.732
C -1.877 -1.176 1.187
H -2.006 -0.440 -0.854
N 1.796 1.999 0.489
H -0.320 1.362 0.543
H 1.368 -1.547 1.037
H 1.611 2.532 -0.357
H 0.729 0.653 1.570
H -2.272 0.789 0.374
```



This record from the Open Molecules 2025 dataset describes a 2-piece molecular cluster, C5H14N2 overall. The level of theory is wB97M-V/def2-TZVPD.

Summary:
HOMO: -8.73 eV
energy above the lowest of the compared OMol25 structures with the same formula, charge and spin: 75.0 kJ/mol
E_tot: -308.3945 hartree
structure (SMILES): [H]/N=C/NC.CCC
LUMO level: 0.96 eV

The geometry in XYZ format:
```
21
C5H14N2 (wB97M-V/def2-TZVPD)
N -1.345 -0.178 2.065
N 0.618 0.812 2.704
C 1.351 1.464 -1.097
H 0.756 1.201 -0.229
H -2.029 -2.174 2.150
H -0.444 -0.603 -1.363
H 1.562 0.569 2.992
H -0.706 0.424 -2.743
H 2.353 1.757 -0.794
C -0.010 -0.298 -2.319
H 0.478 -1.127 1.899
H -1.823 0.660 2.355
C -2.089 -1.286 1.511
H -1.720 -1.604 0.532
C 1.377 0.288 -2.079
C -0.001 -0.205 2.239
H -3.130 -0.992 1.412
H 2.021 -0.482 -1.648
H 1.815 0.607 -3.025
H 0.921 2.336 -1.595
H 0.046 -1.169 -2.968
```



This record from the Open Molecules 2025 dataset describes one molecule with the formula C5H14N2. The level of theory is wB97M-V/def2-TZVPD.

Summary:
HOMO: -8.22 eV
energy above the lowest of the compared OMol25 structures with the same formula, charge and spin: 125.7 kJ/mol
E_tot: -308.3752 hartree
structure (SMILES): CNCC[C@@H](C)N
LUMO level: 1.09 eV

The geometry in XYZ format:
```
21
C5H14N2 (wB97M-V/def2-TZVPD)
N 0.431 -0.573 2.047
H 0.719 2.488 -2.632
H -0.425 -1.927 3.420
C -1.277 0.243 -1.902
N 0.183 2.205 -1.839
H -1.371 -0.843 -1.871
C 0.476 -1.765 2.814
C 0.112 0.767 -1.566
H 1.209 -1.777 3.632
H -2.051 0.693 -1.269
H -0.698 2.680 -1.774
H 0.465 1.469 0.467
H 0.750 0.198 -2.246
C 0.551 0.549 -0.115
H 1.620 0.310 -0.103
H 1.119 0.149 2.131
H 0.261 -1.551 0.268
H -1.541 0.550 -2.917
H -1.166 -0.608 0.492
H 0.721 -2.668 2.246
C -0.086 -0.591 0.717
```



This record from the Open Molecules 2025 dataset describes one molecule with the formula C5H14N2. The level of theory is wB97M-V/def2-TZVPD.

Summary:
HOMO: -8.54 eV
energy above the lowest of the compared OMol25 structures with the same formula, charge and spin: 133.2 kJ/mol
E_tot: -308.3723 hartree
structure (SMILES): CC(C)(N)CCN
LUMO level: 1.00 eV

The geometry in XYZ format:
```
21
C5H14N2 (wB97M-V/def2-TZVPD)
H 1.458 -2.035 0.627
C 1.316 0.549 0.944
H -3.356 0.752 1.260
C -0.838 -0.699 -0.070
H 0.699 1.422 -1.581
H 2.404 0.626 0.915
H 0.892 1.550 0.919
N -2.443 0.307 1.299
C 0.835 -0.282 -0.240
H 2.191 0.500 -1.718
C 1.114 0.418 -1.565
N 1.584 -1.523 -0.239
H 0.690 -0.145 -2.396
H -1.126 1.539 -0.062
H -1.050 -1.327 -0.934
H 1.046 0.076 1.888
H -2.349 0.571 -0.886
H 1.305 -2.126 -1.005
C -1.602 0.556 -0.093
H -0.861 -1.321 0.822
H -1.909 0.590 2.115
```